No. 1
ORCA calculation (wB97M-V/def2-TZVPD) on 17 unconnected molecules or ions with the total composition C92H162F24N12O8P4.

Each line ends with the Mulliken charge.
Positions of all 302 atoms, in Å:
C  2.048  -7.162  -1.454  -1.1695
C  1.572  -7.991  -2.599  -0.0010
C  2.348  -7.642  -3.854  -0.4509
N  1.583  -8.127  -5.089  0.3632
C  1.093  -9.581  -4.980  -0.9925
C  2.502  -7.952  -6.254  -0.6038
C  2.588  -6.412  -6.537  -0.6796
C  1.103  -6.053  -6.288  0.4856
C  0.494  -7.181  -5.352  -0.2783
H  3.034  -7.431  -1.125  0.4661
H  1.369  -7.450  -0.663  0.4633
H  2.024  -6.060  -1.636  -0.1398
H  0.537  -7.786  -2.870  0.2419
H  1.709  -9.042  -2.411  0.3558
H  3.288  -8.152  -3.943  0.5052
H  2.524  -6.564  -3.938  -0.2044
H  2.000  -10.128  -4.591  0.3304
H  0.797  -9.877  -5.990  0.3594
H  0.231  -9.551  -4.337  0.4343
H  1.875  -8.419  -7.033  0.3885
H  3.422  -8.533  -6.170  0.3908
H  2.862  -6.218  -7.586  0.6277
H  3.288  -5.964  -5.798  0.1110
H  0.528  -6.270  -7.237  0.5616
H  0.926  -5.038  -5.894  -0.7183
H  -0.301  -7.744  -5.885  0.3159
H  0.063  -6.775  -4.430  -0.0565
C  1.441  -2.277  1.198  -0.9687
C  1.940  -0.886  0.681  1.2030
C  3.352  -1.058  0.174  -0.2382
N  4.057  0.256  -0.162  1.5869
C  3.220  1.122  -1.032  -0.2226
C  5.421  -0.106  -0.780  0.0171
C  6.359  -0.358  0.479  -0.9314
C  5.768  0.355  1.681  -0.8780
C  4.457  0.924  1.108  0.0439
H  2.057  -2.634  2.025  0.5588
H  1.490  -3.022  0.433  -0.1281
H  0.361  -2.161  1.414  0.0568
H  1.960  -0.229  1.530  0.1278
H  1.203  -0.589  -0.094  -0.9615
H  3.348  -1.710  -0.722  -0.9383
H  4.044  -1.453  0.955  0.8499
H  2.968  0.565  -1.905  0.0956
H  3.817  2.005  -1.284  -0.0035
H  2.345  1.310  -0.454  -0.0071
H  5.789  0.823  -1.235  0.0193
H  5.185  -0.941  -1.488  0.0757
H  7.288  0.084  0.229  0.5378
H  6.530  -1.438  0.552  0.2782
H  6.372  1.225  1.878  0.4343
H  5.742  -0.264  2.575  0.3365
H  4.632  1.936  0.850  -0.2873
H  3.601  0.992  1.796  0.2888
C  -1.803  -4.515  4.969  -1.2510
C  -2.669  -3.874  5.995  -0.0915
C  -4.080  -4.384  5.905  -0.0975
N  -5.011  -3.843  6.888  0.1935
C  -4.474  -4.016  8.307  -0.9258
C  -6.399  -4.629  6.658  -0.4222
C  -7.536  -3.791  7.233  -0.6513
C  -6.912  -2.344  7.305  -0.9007
C  -5.551  -2.418  6.590  -0.2623
H  -2.006  -4.104  3.988  -0.0251
H  -1.988  -5.576  5.017  0.4204
H  -0.774  -4.395  5.295  0.4245
H  -2.555  -2.810  5.910  0.2235
H  -2.256  -4.156  6.982  0.5565
H  -4.198  -5.453  6.018  0.6086
H  -4.453  -4.062  4.899  -0.6059
H  -3.961  -4.991  8.281  0.3835
H  -5.365  -4.111  8.991  0.3831
H  -3.749  -3.213  8.546  0.2894
H  -6.206  -5.554  7.136  0.5689
H  -6.560  -4.682  5.540  0.1346
H  -7.693  -4.046  8.299  0.2884
H  -8.392  -4.030  6.620  0.4256
H  -6.759  -2.028  8.323  0.3108
H  -7.467  -1.557  6.849  0.5383
H  -4.700  -1.774  6.827  0.5204
H  -5.706  -2.433  5.528  -0.0659
C  6.151  -1.124  -7.839  -1.2838
C  5.731  0.325  -7.833  -0.6705
C  5.279  0.800  -6.437  0.1183
N  5.499  2.229  -6.306  0.3059
C  4.939  2.996  -7.473  -0.6240
C  6.929  2.561  -6.079  -0.5883
C  6.888  3.956  -5.504  -0.6148
C  5.464  4.147  -4.873  -0.6972
C  4.849  2.719  -5.015  0.2025
H  5.301  -1.786  -7.589  0.0801
H  6.904  -1.361  -7.033  0.3338
H  6.596  -1.437  -8.735  0.4646
H  4.933  0.472  -8.519  0.4563
H  6.514  0.943  -8.183  0.5487
H  5.748  0.339  -5.557  0.4598
H  4.230  0.575  -6.319  -0.4390
H  5.578  2.887  -8.357  0.4099
H  4.830  4.059  -7.213  0.4559
H  3.908  2.712  -7.680  -0.0375
H  7.438  2.489  -7.016  0.4830
H  7.296  1.835  -5.318  0.3401
H  6.974  4.656  -6.324  0.3037
H  7.680  4.169  -4.801  0.4899
H  4.779  4.785  -5.418  0.4553
H  5.528  4.443  -3.868  0.1497
H  3.733  2.667  -5.124  -0.2420
H  5.086  2.027  -4.188  0.1314
C  3.083  5.963  12.380  -1.4709
C  2.313  5.794  11.052  -0.2279
C  3.170  5.978  9.791  -0.9299
N  2.466  5.625  8.509  0.2961
C  1.156  6.375  8.353  -0.8611
C  2.349  4.132  8.353  -0.1994
C  3.713  3.643  7.942  -0.9612
C  4.321  4.816  7.093  -0.6446
C  3.326  5.932  7.310  -0.6458
H  3.915  5.308  12.536  0.3789
H  2.430  5.881  13.222  0.3997
H  3.479  6.978  12.452  0.3580
H  1.543  6.577  10.999  0.3040
H  1.764  4.838  11.060  0.3051
H  4.050  5.361  9.852  0.4656
H  3.470  7.006  9.730  0.4740
H  1.283  7.429  8.276  0.4058
H  0.469  6.177  9.200  0.3323
H  0.687  5.980  7.481  0.2611
H  1.623  4.071  7.510  0.0838
H  1.841  3.646  9.195  0.4970
H  3.452  2.747  7.331  0.4345
H  4.338  3.153  8.695  0.3746
H  4.452  4.487  6.089  0.3415
H  5.265  5.180  7.503  0.3831
H  2.642  6.116  6.469  0.3311
H  3.830  6.913  7.594  0.4428
C  -8.379  -5.998  1.625  -1.4400
C  -7.083  -5.867  0.869  0.3295
C  -6.142  -7.063  1.147  -0.7991
N  -4.804  -7.184  0.374  1.0324
C  -5.011  -7.039  -1.139  -1.2086
C  -4.128  -8.545  0.465  -0.6052
C  -2.627  -8.258  0.499  -0.7931
C  -2.558  -6.910  1.242  0.1410
C  -3.807  -6.146  0.817  1.6869
H  -9.083  -5.274  1.213  0.4134
H  -8.150  -5.750  2.648  0.2264
H  -8.883  -6.986  1.635  0.3634
H  -6.698  -4.913  1.142  -0.0248
H  -7.263  -5.822  -0.207  0.2623
H  -6.721  -7.959  0.863  0.4589
H  -5.799  -7.124  2.210  0.4394
H  -5.586  -7.816  -1.610  0.2890
H  -4.080  -6.837  -1.632  0.7373
H  -5.579  -6.126  -1.366  -0.1025
H  -4.448  -9.119  -0.410  0.3057
H  -4.351  -9.053  1.414  0.3453
H  -2.277  -8.159  -0.497  0.2022
H  -2.088  -9.066  0.971  0.5202
H  -1.631  -6.351  1.040  -0.1619
H  -2.555  -7.019  2.334  0.3562
H  -3.678  -5.567  -0.053  -1.2331
H  -4.210  -5.531  1.640  -0.5131
C  0.595  12.722  -3.437  -0.9361
N  0.733  11.597  -2.572  0.1178
C  -0.166  10.569  -2.590  -0.6138
C  -0.013  9.546  -1.705  -0.4906
C  1.071  9.498  -0.848  1.0466
C  1.933  10.598  -0.790  -0.9509
C  1.722  11.633  -1.667  -0.2115
C  1.425  8.216  -0.270  1.8767
C  0.469  7.219  -0.163  -0.8199
C  0.784  5.956  0.245  -0.8183
N  2.086  5.693  0.563  0.4718
C  2.985  6.656  0.626  -0.3289
C  2.661  7.931  0.256  -1.2426
C  2.536  4.282  0.824  -0.0286
H  0.081  12.312  -4.339  0.3120
H  1.532  13.206  -3.746  0.3664
H  -0.068  13.443  -2.947  0.3466
H  -0.975  10.572  -3.295  0.4829
H  -0.751  8.704  -1.846  0.2860
H  2.815  10.628  -0.121  0.4166
H  2.420  12.481  -1.802  0.3505
H  -0.516  7.387  -0.534  0.6107
H  0.073  5.149  0.259  0.9601
H  3.973  6.422  0.988  0.5465
H  3.373  8.758  0.411  0.2383
H  3.632  4.328  1.027  0.0544
H  2.271  3.702  -0.093  0.3069
H  1.965  3.866  1.654  -0.3894
C  -1.119  0.416  3.376  -0.5081
N  -2.358  1.095  3.154  1.1766
C  -2.729  1.310  1.851  0.7442
C  -3.887  1.987  1.598  -0.8544
C  -4.527  2.557  2.690  1.1640
C  -4.117  2.376  4.017  -0.7653
C  -2.992  1.641  4.182  -0.7539
C  -5.622  3.526  2.431  -0.1549
C  -6.908  3.421  2.893  -0.4933
C  -7.806  4.348  2.407  -0.3970
N  -7.509  5.295  1.536  0.0294
C  -6.238  5.405  1.113  -0.2256
C  -5.242  4.573  1.585  -1.1349
C  -8.600  6.181  0.905  -0.8634
H  -0.447  0.956  4.032  0.3427
H  -0.642  0.242  2.390  -0.0466
H  -1.277  -0.603  3.793  -0.0318
H  -2.060  0.930  1.073  -1.1132
H  -4.208  2.188  0.602  0.9967
H  -4.561  2.861  4.886  0.6427
H  -2.534  1.482  5.147  0.6270
H  -7.248  2.577  3.450  0.5316
H  -8.815  4.300  2.755  0.4862
H  -6.047  6.202  0.383  0.4312
H  -4.254  4.668  1.256  0.8497
H  -8.160  6.853  0.193  0.3073
H  -8.899  6.868  1.693  0.3747
H  -9.344  5.504  0.529  0.3655
C  2.773  -2.470  -6.441  -1.8538
N  1.414  -2.475  -5.939  1.6130
C  1.249  -2.131  -4.668  -1.0260
C  -0.030  -2.066  -4.185  -1.3539
C  -1.079  -2.387  -4.973  0.8669
C  -0.852  -2.626  -6.320  -0.6951
C  0.399  -2.647  -6.794  -0.5576
C  -2.403  -2.509  -4.341  0.4651
C  -2.725  -1.705  -3.298  -0.4278
C  -3.931  -1.881  -2.620  -0.4307
N  -4.834  -2.749  -3.094  0.2019
C  -4.547  -3.533  -4.140  -0.7148
C  -3.338  -3.430  -4.794  -0.5408
C  -5.999  -3.060  -2.320  -1.0111
H  3.452  -2.849  -5.644  0.2841
H  2.917  -1.444  -6.714  0.6063
H  2.765  -3.058  -7.398  0.4110
H  2.147  -1.978  -4.076  0.7398
H  -0.204  -1.727  -3.165  0.9313
H  -1.708  -2.762  -6.987  0.7261
H  0.571  -2.794  -7.869  0.4518
H  -2.174  -0.871  -2.977  0.7212
H  -4.043  -1.198  -1.743  0.2843
H  -5.352  -4.127  -4.520  0.4504
H  -3.025  -4.096  -5.590  0.4794
H  -5.687  -3.810  -1.598  0.1183
H  -6.739  -3.460  -2.979  0.4136
H  -6.225  -2.065  -1.845  0.3526
P  -4.324  -2.121  2.187  1.4617
F  -3.338  -1.156  1.374  -0.2386
F  -3.018  -3.145  2.362  -0.3248
F  -3.902  -1.514  3.679  -0.4413
F  -5.267  -3.017  3.167  -0.3769
F  -5.457  -0.973  2.095  -0.5382
F  -4.836  -2.768  0.766  -0.3179
P  0.400  4.168  4.505  1.5837
F  -0.246  5.063  5.667  -0.4138
F  -1.044  4.232  3.712  -0.4098
F  0.910  5.483  3.692  -0.3611
F  1.161  3.176  3.451  -0.6306
F  1.723  4.105  5.419  -0.3307
F  -0.172  2.834  5.253  -0.4287
P  6.769  4.059  -0.805  1.2203
F  6.286  3.553  0.691  -0.3718
F  5.235  3.530  -1.314  -0.4331
F  6.075  5.492  -0.530  -0.3656
F  7.140  4.611  -2.275  -0.3260
F  8.152  4.467  -0.132  -0.3388
F  7.412  2.648  -1.124  -0.3929
P  0.883  1.328  -6.396  1.1835
F  -0.372  0.729  -5.598  -0.3110
F  1.907  0.495  -5.416  -0.3472
F  0.828  -0.078  -7.387  -0.3832
F  2.192  1.740  -7.259  -0.3357
F  -0.205  1.905  -7.459  -0.3778
F  0.997  2.660  -5.520  -0.3910
C  -1.030  5.859  -4.359  -1.0133
C  -0.845  6.837  -3.186  0.8608
O  -1.846  7.192  -2.491  -0.8362
O  0.298  7.284  -2.921  -0.7122
H  -0.113  5.711  -4.909  0.2853
H  -1.743  6.036  -5.163  0.4158
H  -1.354  4.903  -3.908  0.0775
C  -1.040  -4.289  -0.680  -0.4058
C  -1.716  -4.920  -1.905  0.8840
O  -1.061  -5.447  -2.847  -0.8642
O  -2.983  -4.877  -1.864  -0.8913
H  -0.122  -3.781  -0.956  0.0208
H  -0.781  -5.017  0.065  0.3221
H  -1.712  -3.485  -0.251  -0.2484
C  4.179  -4.278  -1.632  -1.2040
C  3.771  -3.610  -2.980  0.3244
O  3.715  -2.354  -2.994  -0.3612
O  3.467  -4.383  -3.945  -0.5028
H  4.545  -5.279  -1.753  0.4386
H  3.351  -4.284  -0.878  -0.0432
H  4.977  -3.734  -1.098  0.3943
C  -0.641  1.283  -2.435  -1.0110
C  -1.041  0.849  -1.080  0.8934
O  -0.273  1.055  -0.073  -0.3956
O  -2.218  0.463  -0.989  -0.6752
H  0.173  1.994  -2.511  0.4883
H  -1.473  1.743  -2.995  0.3825
H  -0.281  0.408  -3.004  -0.2505

The calculation puts the total energy at -8623.58660 hartree. Its charge is +4. The calculation puts the max |F| at 3.28 eV/A. The molar mass comes out at 2144.23 g/mol. The HOMO energy is -13.0 eV.

No. 2
ORCA calculation (wB97M-V/def2-TZVPD) on 3 unconnected molecules or ions with the total composition C7H18N2.

Each line ends with the natural charge from an NBO analysis.
Positions of all 27 atoms, in Å:
C  -0.869  -0.636  -0.812  0.0437
C  -0.834  -0.746  -2.336  -0.6151
C  -2.266  -0.952  -0.258  -0.6087
N  -0.490  0.742  -0.405  -0.8250
C  0.129  -1.583  -0.160  0.1328
N  0.324  -2.742  -0.621  -0.6117
H  -0.347  0.883  0.716  0.4707
H  -1.108  1.446  -0.792  0.4025
H  0.971  -3.274  -0.040  0.3473
H  0.606  -1.202  0.750  0.1849
H  -1.067  -1.763  -2.644  0.2431
H  -1.570  -0.072  -2.781  0.2055
H  0.156  -0.494  -2.717  0.2222
H  -2.545  -1.971  -0.526  0.2318
H  -3.006  -0.267  -0.679  0.2101
H  -2.286  -0.857  0.829  0.2249
C  2.136  1.276  1.163  -0.2301
C  0.068  1.208  2.284  -1.0973
C  2.240  1.201  -0.217  -0.7575
H  2.424  0.429  1.770  0.1901
H  2.197  2.232  1.663  0.1979
H  2.383  2.112  -0.790  0.2099
H  -0.661  0.396  2.428  0.1783
H  0.671  1.214  3.191  0.2096
H  -0.461  2.167  2.289  0.1896
H  2.624  0.295  -0.675  0.2072
H  0.580  0.959  -0.631  0.4435

The calculation puts the total energy at -386.84343 hartree. The calculation puts the max |F| at 0.93 eV/A. Its relative energy (zero: lowest compared OMol25 entry of this formula, charge and spin) is 116.8 kcal/mol. The molar mass comes out at 130.24 g/mol. The HOMO energy is -6.6 eV.